[1]
Computed, not measured: a molecular structure, C22H55CrF6O6P5Sb, with wB97M-V/def2-TZVPD.

Cartesian coordinates (Å):
H 0.3332 -1.0418 -3.3316
P -1.2327 -1.7513 1.7035
P 2.1038 1.0394 1.5779
Sb -1.1307 2.5092 -2.3996
H -2.0930 3.6828 0.9077
Cr -0.6100 0.0607 0.0352
O 2.1656 2.2494 2.5469
H 3.0812 -2.9390 -2.1559
C 2.9924 0.5868 -4.6964
C -2.4829 -0.9986 2.8197
H 0.6823 -3.3629 -1.8239
C 0.1918 -2.1074 2.7753
H 2.0260 0.2213 -5.0416
C -2.2260 0.4920 3.0040
H -0.1128 -2.8709 3.4924
C 4.1207 2.3817 -3.2979
H 3.9454 3.2496 -2.6602
F -0.5558 1.4880 -3.8802
C 3.3153 -2.6921 -1.1187
H -3.3757 -2.0146 -0.6268
H 0.1173 -3.4431 -0.1538
H 5.3326 -0.9435 4.3608
C -1.7697 3.0436 1.7263
H -0.6955 3.1548 1.8617
H 1.9780 1.2564 4.3814
H 0.7153 4.0142 3.9789
H -1.3872 -0.7579 -3.6909
O 1.1337 -0.3610 -0.9744
F -1.8640 0.6838 -1.4622
H 6.3854 0.5208 2.4843
H -0.8419 -4.1851 -1.4537
H -2.5164 -3.5417 0.5486
H 4.2290 1.0433 3.2983
C -2.8839 -2.1221 -1.5916
O 3.0598 -0.1175 2.0232
H -3.4727 -1.1705 2.3890
C 5.5512 0.1587 1.8839
H 1.0292 -2.4809 2.1841
H 3.5692 -1.0263 4.4701
H 0.5439 3.0015 5.4150
C 4.1994 -1.4640 -1.0518
C 2.0012 2.2906 4.0267
C -0.1995 -3.3444 -1.1878
H 5.3230 -1.8996 -2.8296
F -2.8086 2.3475 -3.2170
C -3.9078 1.3393 0.7796
H 6.1157 -0.7486 -1.7387
H 3.5630 0.9063 -5.5674
H -1.2557 0.6492 3.4779
H 5.4251 0.8524 1.0528
H 4.4338 -1.9998 3.2631
O 0.7148 0.4158 1.4920
C 3.1821 3.0387 4.6192
H 2.9112 3.3845 5.6156
C 4.3315 0.0919 2.7837
C 0.6928 2.9842 4.3364
H 6.0709 -2.4702 -1.3336
O 1.9432 1.3752 -2.6061
C 2.6899 1.7005 0.0027
F -0.0868 2.0496 -0.6626
P 2.3017 0.5369 -1.3499
C 4.4148 -1.0410 3.7824
H -2.5706 -3.6322 2.3081
H -0.1460 2.4624 3.8805
C 2.8190 1.7716 -3.7709
H -4.5691 1.6270 1.5987
H 2.4019 -2.5297 -0.5530
F -2.0276 3.5570 -1.1095
C -1.9250 -3.4282 1.4526
H 3.8596 -3.5298 -0.6833
P -1.0946 -1.7972 -1.5272
H 4.6727 2.7237 -4.1723
H 4.7392 1.6508 -2.7793
H -3.0437 -3.1327 -1.9723
C -0.6724 -1.4458 -3.2477
H -2.2854 3.3439 2.6402
H 5.8278 -0.8223 1.4988
C 5.5093 -1.6525 -1.7841
H 2.2155 2.6598 -0.1951
H 3.5371 -0.2173 -4.2024
H 3.4228 3.9101 4.0109
H -3.9994 2.0785 -0.0173
H -2.9935 0.9483 3.6319
H -0.7248 -2.4037 -3.7726
H -1.1280 -4.1696 1.4480
O 3.5701 -0.2842 -1.6962
H -4.2139 0.3708 0.3856
P -2.1949 1.3206 1.3720
H 3.7664 1.8608 0.0644
H 2.2154 2.5348 -4.2527
H 4.0698 2.4182 4.7233
H 0.5175 -1.2129 3.2989
H -2.4336 -1.5273 3.7742
H 4.3690 -1.2024 -0.0105
H -3.3362 -1.4134 -2.2841
F 0.1033 3.8798 -2.6609

Summary:
Total charge: +3
<S²>: 2.38
Energy, eV: -133685.784
Highest occupied orbital energy (alpha / beta), eV: -18.8 / -18.4
Multiplicity: 3
F_max, eV Å⁻¹: 1.76
Lowest unoccupied orbital energy (alpha / beta), eV: -10.6 / -9.3
Relative energy (zero: lowest compared OMol25 entry of this formula, charge and spin), eV: 0.000

Computed Löwdin charges, given in elementary charges:
1. H 0.046
2. P 0.904
3. P 0.535
4. Sb 1.641
5. H 0.046
6. Cr 0.482
7. O -0.156
8. H 0.101
9. C -0.018
10. C -0.352
11. H 0.050
12. C -0.198
13. H 0.086
14. C -0.357
15. H 0.082
16. C -0.025
17. H 0.094
18. F -0.290
19. C -0.027
20. H 0.038
21. H 0.024
22. H 0.107
23. C -0.190
24. H 0.041
25. H 0.141
26. H 0.110
27. H 0.058
28. O -0.395
29. F -0.465
30. H 0.111
31. H 0.084
32. H 0.034
33. H 0.101
34. C -0.196
35. O -0.168
36. H 0.099
37. C -0.019
38. H 0.063
39. H 0.086
40. H 0.108
41. C -0.380
42. C -0.377
43. C -0.200
44. H 0.098
45. F -0.301
46. C -0.180
47. H 0.093
48. H 0.108
49. H 0.072
50. H 0.077
51. H 0.096
52. O -0.406
53. C -0.014
54. H 0.104
55. C -0.383
56. C -0.026
57. H 0.104
58. O -0.210
59. C -0.161
60. F -0.399
61. P 0.516
62. C -0.016
63. H 0.079
64. H 0.040
65. C -0.351
66. H 0.083
67. H 0.044
68. F -0.321
69. C -0.206
70. H 0.109
71. P 0.881
72. H 0.109
73. H 0.077
74. H 0.083
75. C -0.182
76. H 0.085
77. H 0.090
78. C -0.015
79. H 0.095
80. H 0.077
81. H 0.108
82. H 0.064
83. H 0.117
84. H 0.091
85. H 0.065
86. O -0.164
87. H 0.052
88. P 0.894
89. H 0.091
90. H 0.142
91. H 0.078
92. H 0.044
93. H 0.115
94. H 0.102
95. H 0.071
96. F -0.279



[2]
Computed, not measured: a molecular structure, C22H57AsBrMnN4OSi5, with wB97M-V/def2-TZVPD.

Cartesian coordinates (Å):
H -1.7732 -1.9284 1.2379
H -0.7725 -0.7328 4.8341
H 3.3745 -0.6554 4.1788
H 3.3288 3.7438 0.6006
H 0.3831 3.0918 -4.9707
Br 3.0489 -0.8855 -0.8320
H 3.1588 4.0083 3.4282
H -4.4624 1.7653 -1.7269
H -0.3945 3.0366 4.5578
Si 1.0740 -0.5457 3.1535
Si -0.7889 1.8166 2.4005
H 1.1044 1.8921 -6.0488
H -3.1805 1.3903 1.8989
H -0.5639 1.6991 -5.5036
N -1.8525 -3.9100 0.5696
C -0.9736 3.4058 1.4082
H 1.4007 4.1104 3.3310
H -0.1073 -2.3018 4.4009
H 2.2883 0.3533 5.1291
H -0.2509 4.1688 1.6993
H -0.3479 -2.9102 1.6286
C -1.2557 -4.1220 -2.1720
H -0.9259 -1.5242 -2.2527
H 3.4481 1.1165 -2.8239
C 0.4930 -3.2230 -0.8472
H -1.9344 0.0641 -4.6818
H -1.9732 3.8184 1.5742
C 3.9609 1.2526 2.3353
H -3.2796 2.1006 -0.4577
H 1.7966 -0.8368 -5.2310
H 4.7213 1.9002 1.8902
H -3.3977 -4.5019 -0.7100
H 4.2237 1.1129 3.3830
H -2.8310 -0.7854 -3.4252
H 1.7514 -3.6974 2.4192
H 0.2505 -1.1816 -4.4417
As -0.0502 1.3640 -1.7658
C 0.4297 2.0262 -5.1979
H -1.4765 -5.8209 -0.1929
Si 1.1334 1.0557 -3.7376
H -2.1571 0.3653 0.9018
H 2.8095 2.3349 -0.3250
H -2.1009 -1.1278 -0.9985
H -3.6251 0.4721 -4.3747
H -3.6667 0.4344 -0.8868
H -0.1742 -5.1340 0.8031
C -2.4759 3.1855 -3.4446
H 3.0509 -2.6820 3.0722
H 2.1529 2.9688 4.4443
H 2.1555 -1.4029 5.2167
H 0.9959 -2.8457 -1.7367
C 1.2415 -0.7454 -4.2925
H -1.8112 -5.0302 -2.4200
C 2.5167 3.0206 0.4742
H 3.3963 1.6647 -4.5125
N -0.2392 -4.4474 -1.1693
H 2.8755 2.7421 -3.2048
C -0.9218 -4.9079 0.0392
Mn 0.9091 -0.1328 0.0807
C -1.0933 -2.6957 0.8634
H -2.1200 2.7900 4.2700
H 1.6300 3.5485 0.1306
C -1.4268 -1.9045 -1.3637
H 1.2500 -3.4376 -0.0942
C -0.4201 -1.3346 3.9950
H -2.4649 -0.0578 2.5977
C 2.3525 -0.5658 4.5418
C -2.8289 -3.5983 -0.4760
N -2.1933 -3.1042 -1.6956
O 1.5873 -1.6735 2.0028
Si -2.1913 1.5075 -2.6328
H -0.7601 -3.7518 -3.0717
C -3.5144 1.4367 -1.2900
H -3.5126 3.2586 -3.7880
C 2.2370 3.4207 3.4528
H 4.0103 0.2917 1.8207
H -0.8467 3.2221 0.3393
N -0.4019 -2.1635 -0.3293
H -1.2640 -1.5136 3.3314
H 1.7660 -1.3223 -3.5284
C -1.1340 2.3224 4.1941
H -1.1234 1.4640 4.8676
C 0.8214 0.9466 2.1560
C 2.3764 -2.8165 2.2223
C -2.6821 0.1871 -3.8976
H 2.9799 -2.9937 1.3300
C 2.8843 1.7049 -3.5459
Si 2.2886 2.0973 2.0964
H -3.5161 -2.8358 -0.1014
H -1.8205 3.3602 -4.2951
H -2.2965 3.9803 -2.7180
C -2.2821 0.7679 1.9096

Summary:
Total charge: -1
<S²>: 8.76
Energy, eV: -233347.141
Highest occupied orbital energy (alpha / beta), eV: -3.9 / -4.1
Multiplicity: 6
F_max, eV Å⁻¹: 0.79
Lowest unoccupied orbital energy (alpha / beta), eV: 2.6 / 2.6
Relative energy (zero: lowest compared OMol25 entry of this formula, charge and spin), eV: 0.015

Computed Löwdin charges, given in elementary charges:
1. H 0.106
2. H 0.025
3. H 0.013
4. H 0.029
5. H 0.020
6. Br 0.122
7. H 0.025
8. H 0.027
9. H 0.011
10. Si 0.284
11. Si 0.342
12. H 0.022
13. H 0.033
14. H 0.003
15. N -0.079
16. C -0.194
17. H 0.009
18. H 0.035
19. H 0.033
20. H 0.015
21. H 0.102
22. C -0.170
23. H 0.077
24. H -0.041
25. C -0.193
26. H 0.002
27. H 0.028
28. C -0.192
29. H 0.008
30. H 0.023
31. H 0.031
32. H 0.121
33. H 0.012
34. H 0.007
35. H 0.079
36. H 0.004
37. As 0.718
38. C -0.243
39. H 0.121
40. Si 0.148
41. H -0.010
42. H -0.006
43. H 0.085
44. H 0.025
45. H 0.007
46. H 0.123
47. C -0.237
48. H 0.075
49. H 0.020
50. H 0.029
51. H 0.088
52. C -0.238
53. H 0.121
54. C -0.202
55. H 0.021
56. N -0.080
57. H 0.021
58. C -0.175
59. Mn 0.261
60. C -0.169
61. H 0.026
62. H 0.003
63. C -0.221
64. H 0.096
65. C -0.157
66. H 0.011
67. C -0.164
68. C -0.174
69. N -0.078
70. O -0.392
71. Si 0.165
72. H 0.127
73. C -0.235
74. H 0.021
75. C -0.190
76. H -0.004
77. H -0.030
78. N -0.115
79. H -0.005
80. H -0.025
81. C -0.176
82. H 0.008
83. C -0.502
84. C -0.163
85. C -0.220
86. H 0.052
87. C -0.253
88. Si 0.346
89. H 0.127
90. H -0.004
91. H 0.023
92. C -0.184



[3]
Computed, not measured: 9 unconnected molecules or ions with the total composition C22H57F2N8O14S2, with wB97M-V/def2-TZVPD.

Cartesian coordinates (Å):
O 6.8936 2.7724 15.7393
F 5.7546 7.2561 14.2509
H 0.7563 6.4114 14.1848
H 7.0700 0.3298 10.8260
H 12.5220 11.1533 17.5289
C 12.1745 11.2723 16.5000
C 9.5849 8.8029 15.4933
H 6.7682 3.5406 15.1642
C 3.3009 1.9495 13.9652
H 8.1582 5.4877 18.2780
C 11.8953 9.9155 15.9185
N -0.9659 5.3219 19.9429
N 6.7903 3.6111 10.3462
O -2.1066 5.0486 17.9236
H 6.4718 1.3259 19.5486
N 4.1335 9.2274 16.8665
H 0.2820 6.8033 12.5267
H -1.2693 4.9161 20.8353
H 4.2429 9.9712 16.1699
H 7.5379 5.9048 19.8684
H 6.2469 4.1896 9.6949
C 4.1276 8.4373 11.6984
C 8.3314 5.3799 19.3445
H 3.8602 2.4782 13.2010
H 5.2699 9.9341 18.4750
H 0.3884 4.7263 18.4588
O 12.5110 9.3585 15.0970
H 8.7757 8.3591 16.0652
H 3.2688 -0.1616 14.4110
H 11.0406 8.3698 17.0416
H 10.2428 9.6000 17.3222
S 3.5716 5.4368 16.7361
H 7.6912 3.5832 9.8529
C 7.0851 1.0671 10.0223
C 8.1772 3.2611 16.1360
H 4.0798 8.3565 16.2765
O 2.8925 9.3488 18.7983
H 4.5623 7.4396 11.5965
N 3.2622 0.4882 13.6200
O 5.1240 2.1174 10.8821
O 5.7203 4.9267 14.5437
O 3.6246 4.0717 16.3295
H 1.0122 8.1585 17.0781
O 6.2461 3.8723 18.3946
C 1.5732 9.0659 16.8504
N 3.8409 6.5399 15.5598
H 0.9986 4.5955 20.0481
S 5.4515 6.0698 15.3058
H -0.6454 6.2787 20.1066
O 3.8029 5.8281 18.0796
H 0.5143 8.1694 13.6204
H 5.3697 8.1969 18.2989
C 7.2088 1.7503 18.8544
H 0.8527 9.8566 17.0787
C 6.2091 2.2105 10.4155
H 12.9576 11.7330 15.9071
C 0.1106 4.3871 19.4534
H -4.1019 6.3537 19.2956
O 8.7641 2.7065 17.0488
H 7.9604 4.2666 11.9717
C 0.8274 7.1570 13.3991
H 4.1089 0.3198 13.0651
H 8.1479 1.2786 9.9116
H 6.3690 3.8010 12.4035
N 10.6617 9.1573 16.4921
C 7.0840 3.2297 18.9281
H -4.1552 4.7503 19.8165
N 2.2862 7.1487 12.9896
O 2.3869 -0.0684 11.5372
H 6.6135 0.6603 9.1248
H 4.0557 8.8424 10.6890
H 4.7772 9.0012 12.3597
H 9.3185 5.6954 19.6644
H 10.0541 8.0397 14.8773
H 8.0124 3.7511 20.7027
H 8.1842 1.3150 19.0487
H 2.9131 7.0566 13.8165
H 2.3422 2.4367 14.1111
H 6.6353 5.3995 11.4835
O 8.4998 4.3011 15.4684
H 1.7150 9.0560 15.7676
H 9.0291 3.3904 19.4987
H -0.1866 3.3485 19.4929
C 2.8044 9.2627 17.6342
H 9.3070 9.6752 14.9148
C -3.4837 5.6143 19.8129
H -3.3018 5.9414 20.8351
H 0.3907 0.9413 13.7075
H 11.2571 11.8616 16.4271
N 8.1942 3.9535 19.7121
C 2.7373 8.4346 12.2754
O 2.1591 9.4247 12.5467
F 1.9316 5.6187 16.7061
O 6.3164 6.4171 16.3745
H 3.8391 1.9947 14.9101
H 0.7931 -0.7882 14.0474
C -2.2296 5.3641 19.0526
C 5.3240 9.1297 17.7472
H 6.1917 9.2079 17.0988
H 2.4853 6.3563 12.3767
C 2.1187 0.0807 12.6688
H 0.1113 -0.4060 12.5210
C 0.7563 0.0085 13.2926
H 6.8445 1.4816 17.8628
C 6.9203 4.3756 11.6685

Summary:
Total charge: +5
Energy, eV: -91376.950
Highest occupied orbital energy, eV: -17.6
F_max, eV Å⁻¹: 5.78
Lowest unoccupied orbital energy, eV: -11.0
Relative energy (zero: lowest compared OMol25 entry of this formula, charge and spin), eV: 3.300

Löwdin population analysis, charges in e, atoms 1 to 99:
1. O -0.009
2. F -0.201
3. H 0.096
4. H 0.116
5. H 0.116
6. C 0.048
7. C 0.034
8. H 0.010
9. C 0.017
10. H 0.084
11. C -0.388
12. N 0.090
13. N 0.100
14. O 0.191
15. H 0.112
16. N 0.082
17. H 0.117
18. H 0.180
19. H 0.192
20. H 0.105
21. H 0.189
22. C 0.036
23. C 0.015
24. H 0.084
25. H 0.115
26. H 0.072
27. O 0.231
28. H 0.084
29. H 0.192
30. H 0.193
31. H 0.174
32. S 0.496
33. H 0.183
34. C 0.057
35. C -0.766
36. H 0.103
37. O 0.219
38. H 0.073
39. N 0.106
40. O 0.153
41. O -0.249
42. O -0.237
43. H 0.098
44. O 0.142
45. C 0.036
46. N -0.303
47. H 0.110
48. S 0.507
49. H 0.190
50. O -0.231
51. H 0.097
52. H 0.098
53. C 0.012
54. H 0.125
55. C -0.382
56. H 0.115
57. C 0.025
58. H 0.122
59. O 0.012
60. H 0.121
61. C 0.040
62. H 0.173
63. H 0.106
64. H 0.076
65. N 0.069
66. C -0.405
67. H 0.129
68. N 0.081
69. O 0.220
70. H 0.129
71. H 0.120
72. H 0.101
73. H 0.108
74. H 0.112
75. H 0.198
76. H 0.105
77. H 0.110
78. H 0.099
79. H 0.095
80. O -0.076
81. H 0.074
82. H 0.178
83. H 0.119
84. C -0.388
85. H 0.110
86. C 0.043
87. H 0.100
88. H 0.094
89. H 0.104
90. N 0.096
91. C -0.367
92. O 0.200
93. F -0.243
94. O -0.234
95. H 0.094
96. H 0.115
97. C -0.379
98. C 0.002
99. H 0.093